No. 1
29
Properties=species:S:1:pos:R:3 method="wB97M-V/def2-TZVPD" s_squared=2.02 total_charge=0 multiplicity=3
C -0.312 2.062 3.092
C -0.772 2.173 1.836
C 0.214 0.833 3.599
C -0.645 0.996 0.885
C 0.130 -0.281 2.823
C -0.425 -0.290 1.533
C -1.271 -1.422 -0.863
C -0.678 -0.501 -1.606
C 0.647 -0.042 -1.073
C 0.565 1.201 -0.157
C 1.632 -0.894 -1.033
C -1.199 -0.171 -2.996
C 1.623 -2.095 -1.915
P -0.609 -1.813 0.813
H -0.449 2.980 3.843
H -1.157 3.124 1.492
H 0.816 0.695 4.670
H -1.506 0.967 0.171
H 0.317 -1.274 3.321
H -2.157 -1.944 -1.088
H 1.378 1.309 0.518
H 0.536 2.086 -0.674
H 2.528 -0.673 -0.562
H -1.172 0.874 -2.983
H -2.229 -0.487 -3.300
H -0.508 -0.511 -3.729
H 1.722 -1.583 -2.903
H 0.620 -2.513 -1.773
H 2.361 -2.806 -1.942

No. 2
74
Properties=species:S:1:pos:R:3 method="wB97M-V/def2-TZVPD" s_squared=0.76 total_charge=0 multiplicity=2
Ru 0.041 -0.343 0.199
C -3.222 -6.928 1.227
C -2.284 -7.053 0.018
C -1.418 -8.298 0.210
C -3.123 -7.240 -1.254
C -1.445 -5.783 -0.095
C -2.053 -4.570 -0.382
C -1.300 -3.418 -0.400
Br -2.221 -1.810 -0.865
C 0.083 -3.348 -0.123
O 0.757 -2.219 -0.070
C 0.717 -4.602 0.097
C -0.073 -5.749 0.116
C 2.225 -4.837 0.310
C 3.099 -3.583 0.304
C 2.443 -5.534 1.663
C 2.738 -5.743 -0.821
H -3.837 -7.826 1.329
H -3.888 -6.071 1.121
H -2.650 -6.797 2.147
H -2.057 -9.181 0.269
H -0.837 -8.249 1.133
H -0.726 -8.442 -0.623
H -3.654 -8.194 -1.222
H -2.489 -7.230 -2.143
H -3.869 -6.451 -1.363
H -3.113 -4.507 -0.593
H 0.433 -6.686 0.302
H 2.833 -2.891 1.099
H 3.029 -3.042 -0.636
H 4.138 -3.895 0.447
H 2.068 -4.911 2.477
H 3.510 -5.700 1.824
H 1.943 -6.502 1.723
H 2.616 -5.250 -1.787
H 2.211 -6.697 -0.862
H 3.800 -5.951 -0.675
Cl 1.459 2.838 1.154
C 1.928 4.416 0.509
Cl 3.142 5.229 1.502
H 1.045 5.043 0.476
H 2.342 4.254 -0.480
O -1.539 1.096 0.328
S -1.664 2.553 -0.093
C -3.420 2.829 0.050
C -4.319 1.834 -0.310
C -5.674 2.085 -0.186
C -6.116 3.314 0.293
C -5.208 4.292 0.664
C -3.845 4.049 0.547
C -1.446 2.620 -1.859
C -1.665 1.511 -2.663
C -1.406 1.608 -4.020
C -0.944 2.802 -4.558
C -0.733 3.905 -3.745
C -0.973 3.813 -2.383
H -3.958 0.876 -0.661
H -6.389 1.322 -0.461
H -7.177 3.504 0.382
H -5.555 5.239 1.054
H -3.122 4.799 0.843
H -1.999 0.580 -2.227
H -1.555 0.745 -4.655
H -0.733 2.867 -5.618
H -0.355 4.828 -4.164
H -0.783 4.658 -1.731
Cl -0.709 -1.256 2.461
C 0.371 0.131 2.105
H 1.379 -0.055 2.465
H -0.087 1.043 2.476
Cl 1.957 2.099 -2.339
Si 1.333 0.244 -1.614
Cl 1.550 -1.069 -3.182
Cl 2.951 -0.173 -0.305

no.,calculated total energy (eV)
1,-23007.221
2,-200157.837